Record 1
ORCA calculation (ωB97M-V/def2-TZVPD) on C20H28CrFO18 as an isolated structure in a non-equilibrium geometry.

Computed properties:
gap between HOMO and LUMO (alpha / beta)	7.804 / 9.309	eV
lowest unoccupied orbital energy (alpha / beta)	-1.75 / -1.75	eV
total charge	+1
ΔE to the lowest compared entry with this formula, charge and spin	45.3	kcal per mole
F_max	6.56	eV/Å
multiplicity	5
HOMO (alpha / beta)	-9.6 / -11.1	eV
<S²>	6.0068

```
68
Properties=species:S:1:pos:R:3:lowdin_spin:R:1
Cr 32.151 2.069 -14.437 3.777
O 33.560 4.335 -17.235 0.003
C 33.114 3.698 -16.222 0.006
O 33.802 3.309 -15.308 0.033
O 31.945 3.443 -16.148 -0.010
H 34.460 4.354 -16.902 0.000
C 36.118 -1.654 -10.510 0.000
C 35.268 -0.373 -10.400 0.000
C 36.067 0.992 -10.467 0.000
O 35.381 1.742 -11.459 0.000
C 34.517 0.979 -12.055 0.004
O 33.791 1.333 -12.999 0.019
O 34.471 -0.225 -11.527 0.001
H 36.667 -1.782 -9.577 0.000
H 36.897 -1.651 -11.272 0.000
H 35.553 -2.547 -10.775 0.000
H 34.627 -0.485 -9.526 0.000
H 37.120 0.794 -10.663 0.000
H 35.918 1.487 -9.508 0.000
C 36.383 2.246 -17.599 0.000
C 35.693 0.891 -17.896 0.000
C 36.188 -0.244 -17.077 0.000
O 35.223 -0.428 -16.042 0.003
C 34.177 0.374 -16.273 0.011
O 33.215 0.564 -15.546 0.029
O 34.370 1.088 -17.336 0.003
H 36.375 2.553 -16.553 0.000
H 35.936 3.104 -18.101 0.000
H 37.432 2.318 -17.886 0.000
H 35.709 0.666 -18.962 0.000
H 37.116 0.014 -16.566 0.000
H 36.367 -1.154 -17.649 0.000
C 27.252 -0.998 -17.651 0.000
C 27.859 0.459 -17.667 0.000
C 27.209 1.453 -16.742 0.000
O 28.214 1.744 -15.786 0.003
C 29.336 1.101 -15.988 0.011
O 30.363 1.203 -15.288 0.033
O 29.210 0.312 -17.115 0.003
H 27.861 -1.801 -18.066 0.000
H 26.275 -0.990 -18.134 0.000
H 27.190 -1.397 -16.638 0.000
H 27.854 0.804 -18.700 0.000
H 26.364 1.047 -16.185 0.000
H 26.832 2.333 -17.263 0.000
C 30.709 0.306 -7.865 0.000
C 31.233 0.036 -9.257 0.000
C 30.493 -0.973 -10.073 0.000
O 30.510 -0.546 -11.391 0.001
C 30.960 0.710 -11.413 0.004
O 31.087 1.364 -12.471 0.023
O 31.270 1.153 -10.222 0.001
H 31.349 1.065 -7.415 0.000
H 30.797 -0.590 -7.251 0.000
H 29.716 0.754 -7.893 0.000
H 32.290 -0.226 -9.210 0.000
H 29.486 -1.158 -9.698 0.000
H 31.010 -1.929 -9.987 0.000
C 33.266 5.621 -10.339 0.000
C 34.221 5.834 -11.503 0.000
O 33.588 5.282 -12.578 0.002
C 32.712 4.375 -12.164 0.009
O 32.069 3.684 -12.933 0.023
O 32.520 4.531 -10.834 0.003
F 35.320 5.158 -11.159 0.000
H 32.671 6.525 -10.212 0.000
H 33.793 5.407 -9.409 0.000
H 34.446 6.874 -11.738 0.000
```

Record 2
ORCA calculation (ωB97M-V/def2-TZVPD) on C20H28CrN3O3S2Se2 as an isolated structure.

Computed properties:
gap between HOMO and LUMO (alpha / beta)	5.927 / 6.377	eV
lowest unoccupied orbital energy (alpha / beta)	2.58 / 2.57	eV
total charge	-1
F_max	0.79	eV/Å
multiplicity	5
HOMO (alpha / beta)	-3.4 / -3.8	eV
<S²>	6.0235

```
59
Properties=species:S:1:pos:R:3:lowdin_spin:R:1
Cr 0.300 0.132 0.586 3.817
S -0.960 -0.553 3.587 0.034
C -2.026 -0.245 2.323 0.014
N -1.725 0.119 1.080 0.003
C -2.844 0.278 0.270 0.004
C -2.817 0.592 -1.087 0.002
C -4.017 0.714 -1.768 0.000
C -5.240 0.525 -1.118 0.000
C -5.272 0.194 0.228 0.000
C -4.068 0.068 0.911 0.001
S -3.767 -0.362 2.567 0.002
H -1.860 0.709 -1.585 0.002
H -4.003 0.952 -2.825 0.000
H -6.167 0.621 -1.670 0.000
H -6.214 0.026 0.736 0.000
O 2.414 -0.366 0.527 0.016
C 2.940 -0.628 1.835 0.008
C 3.850 0.535 2.191 0.001
C 3.247 1.872 1.749 0.002
C 1.980 2.251 2.470 0.007
C 2.067 3.004 3.642 -0.001
C 0.919 3.472 4.248 0.007
C -0.297 3.202 3.651 0.000
C -0.307 2.417 2.513 0.010
N 0.794 1.914 1.947 0.014
H 2.321 -1.216 0.035 0.003
H 3.482 -1.572 1.827 0.000
H 2.116 -0.724 2.550 0.003
H 4.816 0.414 1.696 0.000
H 4.025 0.539 3.272 0.000
H 3.045 1.823 0.681 0.001
H 3.972 2.670 1.917 0.000
H 3.046 3.230 4.043 0.000
H 0.975 4.051 5.161 0.000
H -1.231 3.556 4.061 0.000
H -1.234 2.174 2.017 0.001
O -1.307 -3.585 -3.909 0.000
C 0.111 -3.562 -3.736 0.001
C 0.502 -2.601 -2.599 0.001
C 2.039 -2.626 -2.652 0.000
O 2.751 -1.812 -1.732 0.001
C -0.097 -3.203 -1.321 0.004
Se 0.202 -2.461 0.476 -0.020
C -0.101 -1.228 -2.963 0.007
Se 0.731 0.413 -2.244 0.039
H -1.520 -4.279 -4.538 0.000
H 0.593 -3.233 -4.665 0.000
H 0.479 -4.568 -3.497 0.000
H 2.333 -2.346 -3.673 0.000
H 2.379 -3.652 -2.480 0.000
H 2.461 -0.895 -1.929 0.001
H 0.261 -4.232 -1.232 -0.002
H -1.174 -3.246 -1.461 0.000
H -1.151 -1.225 -2.676 0.000
H -0.062 -1.104 -4.047 0.001
N -0.476 3.082 -0.644 0.012
H 0.497 3.368 -0.672 0.000
H -1.035 3.918 -0.513 0.001
H -0.678 2.689 -1.558 0.000
```

Record 3
ORCA calculation (ωB97M-V/def2-TZVPD) on a 6-piece molecular cluster, C20H28F12O16S2 overall in a non-equilibrium geometry.

Computed properties:
gap between HOMO and LUMO	11.175	eV
lowest unoccupied orbital energy	0.19	eV
total charge	0
ΔE to the lowest compared entry with this formula, charge and spin	24.7	kcal per mole
SMILES	CCOC(=O)C(F)(F)F.CCOC(=O)C(F)(F)F.CCOC(=O)C(F)(F)F.CCOC(=O)C(F)(F)F.O=S1(=O)OCCO1.O=S1(=O)OCCO1
F_max	6.74	eV/Å
HOMO	-11.0	eV

```
78
Properties=species:S:1:pos:R:3:lowdin_charge:R:1
C -4.605 -3.330 4.887 -0.050
C -4.712 -2.518 3.582 -0.192
O -3.565 -1.655 3.462 0.011
C -2.601 -1.975 2.560 -0.292
O -2.487 -3.107 2.102 0.119
C -1.465 -0.876 2.352 -0.510
F -1.923 0.367 2.532 0.168
F -0.521 -1.018 3.263 0.186
F -0.941 -1.021 1.104 0.135
H -4.797 -2.654 5.720 0.077
H -3.563 -3.615 5.029 0.078
H -5.178 -4.257 4.875 0.082
H -5.635 -1.939 3.531 0.125
H -4.700 -3.212 2.742 0.112
C 3.469 0.384 6.458 -0.043
C 4.193 -0.992 6.273 -0.176
O 4.092 -1.566 4.966 0.035
C 2.978 -2.126 4.516 -0.369
O 2.007 -2.426 5.173 0.151
C 3.009 -2.522 3.031 -0.569
F 4.066 -1.936 2.464 0.169
F 3.009 -3.807 2.764 0.200
F 1.933 -2.028 2.422 0.151
H 3.545 0.730 7.489 0.077
H 2.408 0.185 6.307 0.069
H 3.777 1.155 5.753 0.077
H 3.689 -1.671 6.960 0.114
H 5.233 -1.020 6.598 0.123
C -2.473 -0.314 -1.944 -0.043
C -1.204 -0.935 -2.587 -0.215
O -0.086 -0.933 -1.731 -0.062
C 0.673 0.238 -1.507 -0.287
O 0.319 1.326 -1.848 0.160
C 2.019 -0.039 -0.717 -0.600
F 2.979 0.677 -1.182 0.220
F 1.768 0.299 0.560 0.163
F 2.314 -1.311 -0.800 0.201
H -2.621 -0.874 -1.021 0.056
H -3.387 -0.370 -2.535 0.078
H -2.343 0.676 -1.506 0.065
H -0.937 -0.462 -3.532 0.126
H -1.292 -2.001 -2.797 0.108
C -2.646 4.105 -3.541 -0.064
C -4.028 4.142 -4.165 -0.179
O -4.111 5.218 -5.156 0.031
C -5.183 5.419 -5.889 -0.294
O -6.188 4.584 -5.893 0.066
C -5.152 6.801 -6.572 -0.575
F -5.950 6.817 -7.643 0.161
F -5.686 7.720 -5.722 0.143
F -4.012 7.267 -6.961 0.215
H -2.477 3.277 -2.852 0.076
H -2.535 5.020 -2.959 0.078
H -1.910 4.080 -4.344 0.088
H -4.907 4.208 -3.524 0.134
H -3.973 3.138 -4.585 0.121
C 5.837 2.505 -2.752 -0.150
C 4.877 3.394 -1.955 -0.202
O 5.292 3.402 -0.613 -0.203
S 6.273 2.099 -0.236 0.743
O 5.578 1.275 0.762 -0.254
O 7.608 2.543 0.165 -0.254
O 6.169 1.535 -1.773 -0.215
H 6.673 3.108 -3.105 0.134
H 5.288 1.916 -3.487 0.140
H 3.843 3.050 -1.983 0.121
H 4.950 4.447 -2.226 0.133
C 0.161 -3.903 0.162 -0.198
C -1.041 -4.763 -0.314 -0.177
O -0.800 -5.004 -1.672 -0.187
S 0.734 -4.611 -2.112 0.761
O 0.805 -3.312 -2.838 -0.265
O 1.377 -5.753 -2.783 -0.249
O 1.272 -4.363 -0.576 -0.186
H 0.337 -4.125 1.214 0.133
H 0.059 -2.832 -0.012 0.098
H -1.962 -4.234 -0.067 0.115
H -1.017 -5.702 0.238 0.133
```

Record 4
ORCA calculation (ωB97M-V/def2-TZVPD) on C20H28F3MnO5S as an isolated structure in a non-equilibrium geometry.

Computed properties:
gap between HOMO and LUMO (alpha / beta)	4.928 / 6.765	eV
lowest unoccupied orbital energy (alpha / beta)	2.44 / 2.43	eV
total charge	-1
ΔE to the lowest compared entry with this formula, charge and spin	0.0	kcal per mole
F_max	4.00	eV/Å
multiplicity	6
HOMO (alpha / beta)	-2.5 / -4.3	eV
<S²>	8.7695

```
58
Properties=species:S:1:pos:R:3:lowdin_spin:R:1
O -0.945 1.732 -2.738 0.000
C 0.418 2.321 -2.783 0.000
C -0.076 3.760 -2.637 0.000
H 0.819 1.992 -3.761 0.000
H 1.051 1.962 -1.952 0.000
C -1.450 3.061 -2.496 0.000
H -0.064 4.366 -3.539 0.000
H 0.086 4.317 -1.707 0.000
C -2.416 3.707 -3.471 0.000
H -2.108 3.834 -4.522 0.000
H -2.559 4.745 -3.047 0.000
H -3.372 3.174 -3.446 0.000
C -2.065 2.928 -1.112 0.001
H -1.275 2.622 -0.396 0.000
H -2.797 2.100 -1.194 0.000
H -2.547 3.870 -0.846 0.000
Mn 0.148 -0.237 1.802 4.233
C 0.769 1.159 3.533 0.084
C 1.851 0.278 3.407 0.080
C 2.321 0.328 2.071 0.074
H 2.350 -0.233 4.237 0.005
C 1.500 1.246 1.324 0.032
C 0.498 1.760 2.244 0.039
H -0.248 2.522 1.996 0.004
H 0.295 1.429 4.476 0.005
H 3.248 -0.110 1.692 0.006
H 1.630 1.554 0.294 0.009
C -1.405 -0.850 3.435 0.071
C -1.670 0.444 2.921 0.105
C -1.777 0.362 1.477 0.031
H -1.874 1.348 3.488 0.006
C -1.657 -1.042 1.128 0.027
C -1.419 -1.772 2.356 0.086
H -1.418 -2.858 2.455 0.006
H -1.295 -1.126 4.491 0.004
H -1.988 1.176 0.774 0.006
H -1.788 -1.459 0.144 0.007
O 0.430 -1.352 -1.526 0.009
C -0.379 -1.115 -2.712 0.000
C 0.163 -1.851 -3.939 0.000
H -0.358 -0.056 -2.943 0.000
H -1.427 -1.357 -2.466 0.000
C 1.236 -2.802 -3.371 0.000
H 0.540 -1.132 -4.672 0.000
H -0.623 -2.392 -4.451 0.000
C 1.121 -2.604 -1.835 0.000
H 2.215 -2.585 -3.773 0.000
H 0.989 -3.827 -3.638 0.000
H 2.069 -2.661 -1.274 0.000
H 0.456 -3.400 -1.456 0.000
F 0.404 -4.441 3.980 0.000
C 1.556 -3.761 4.252 0.002
F 1.250 -2.745 5.108 0.000
F 2.427 -4.588 4.858 0.001
S 2.241 -3.049 2.651 0.007
O 3.347 -2.238 3.129 0.002
O 2.524 -4.190 1.800 0.004
O 1.049 -2.259 2.178 0.051
```

Which of these has the highest F_max?
C20H28F12O16S2